Record 1
ORCA calculation (ωB97M-V/def2-TZVPD) on a cluster of 2 separate species, C2H7NO2S in total.

Atoms and positions in Å:
O (0.872, -0.475, -1.148)
C (1.378, 0.541, -1.798)
O (1.091, 0.439, -3.099)
S (2.075, 1.888, -1.192)
H (0.756, -0.471, -0.153)
H (0.910, -0.493, -3.319)
C (-1.578, -0.062, 1.368)
N (-0.118, -0.425, 1.496)
H (-2.075, -1.004, 0.792)
H (-2.179, 0.154, 2.402)
H (-1.673, 0.810, 0.640)
H (0.125, -1.205, 2.140)
H (0.418, 0.303, 1.871)

Spin multiplicity: 1
LUMO level: 0.6053 eV
E_tot: -18607.226 eV
Energy relative to the best compared isomer or geometry (same formula, charge and spin): 26.9 kcal/mol

***

Record 2
ORCA calculation (ωB97M-V/def2-TZVPD) on the molecule C15H23N3O4.

Atoms and positions in Å:
N (-1.156, 3.477, 1.774)
C (-1.441, 2.327, 0.846)
C (-1.782, 2.773, -0.548)
C (-1.886, 1.664, -1.666)
C (-2.994, 0.629, -1.459)
C (-2.515, -0.481, -0.604)
N (-1.446, -1.337, -1.149)
C (-0.264, -1.755, -0.622)
O (0.540, -2.217, -1.417)
C (0.188, -1.471, 0.881)
N (-0.704, -2.175, 1.692)
C (1.616, -1.972, 1.219)
C (2.792, -1.234, 0.607)
C (3.589, -1.815, -0.428)
C (4.641, -1.000, -0.876)
C (4.800, 0.303, -0.436)
O (5.733, 1.130, -0.924)
C (3.924, 0.810, 0.513)
C (2.901, 0.051, 0.990)
C (-3.740, -1.341, -0.155)
O (-4.841, -1.261, -0.542)
O (-3.462, -2.175, 0.841)
H (-0.420, 4.075, 1.484)
H (-1.914, 4.146, 1.579)
H (-2.322, 1.867, 1.406)
H (-0.607, 1.526, 0.847)
H (-1.079, 3.519, -0.895)
H (-2.776, 3.267, -0.638)
H (-0.860, 1.194, -1.906)
H (-2.002, 2.284, -2.580)
H (-3.405, 0.138, -2.397)
H (-3.805, 1.154, -0.998)
H (-1.949, -0.286, 0.346)
H (-1.419, -1.685, -2.119)
H (0.149, -0.409, 1.166)
H (-0.584, -3.177, 1.639)
H (-1.717, -1.966, 1.611)
H (1.709, -1.954, 2.346)
H (1.699, -3.006, 0.795)
H (3.162, -2.631, -0.878)
H (5.493, -1.438, -1.527)
H (6.109, 0.711, -1.722)
H (4.140, 1.742, 0.806)
H (2.213, 0.405, 1.708)
H (-4.308, -2.406, 1.388)

Spin multiplicity: 1
LUMO level: 0.4018 eV
E_tot: -28586.870 eV
Energy relative to the best compared isomer or geometry (same formula, charge and spin): 83.6 kcal/mol